P | ORCA calculation (wB97M-V/def2-TZVPD) on 2 unconnected molecules or ions with the total composition C4H12N2O2.

Cartesian coordinates (Å):
1 C 0.070 1.638 0.734
2 N 0.428 0.932 -0.367
3 C 1.752 0.946 -0.835
4 C -0.729 0.336 -0.956
5 C -0.643 -1.293 -1.032
6 N -1.520 -1.967 -0.077
7 O 0.875 2.091 1.513
8 H -1.029 1.460 1.003
9 H 2.492 1.726 -0.261
10 H 1.892 1.139 -1.830
11 H 2.245 -0.052 -0.628
12 H -1.748 0.345 -0.317
13 H -0.993 0.833 -1.779
14 H -0.954 -1.566 -2.022
15 H 0.394 -1.695 -0.900
16 H -2.043 -2.721 -0.246
17 H -1.090 -1.907 0.807
18 H 0.190 -0.195 1.716
19 H 0.516 0.296 2.942
20 O -0.104 -0.345 2.536

Computed properties:
HOMO energy = -9.04 eV
Orbital gap = 9.814 eV
SMILES = CN(C=O)CCN.O

=====

Q | ORCA calculation (wB97M-V/def2-TZVPD) on 2 unconnected molecules or ions with the total composition C4H12N2O2.

Cartesian coordinates (Å):
1 C -0.070 1.094 0.586
2 C -1.648 0.994 0.434
3 C -2.368 0.141 -0.601
4 O -2.590 -1.175 0.059
5 N 0.524 -0.219 1.006
6 C 0.505 -1.197 -0.187
7 N 1.496 -0.846 -1.164
8 H 0.071 1.720 1.415
9 H 0.573 1.509 -0.206
10 H -2.092 1.609 1.170
11 H -1.686 -0.206 -1.374
12 H -3.225 0.563 -1.184
13 H 1.498 -0.104 1.194
14 H 0.887 -2.100 0.322
15 H -0.455 -1.343 -0.440
16 H 1.249 -0.055 -1.775
17 H 2.364 -0.498 -0.747
18 H 4.260 0.679 0.265
19 H -2.687 -0.841 0.990
20 O 3.395 0.273 0.237

Computed properties:
HOMO energy = -7.61 eV
Orbital gap = 3.583 eV

=====

R | ORCA calculation (wB97M-V/def2-TZVPD) on 2 unconnected molecules or ions with the total composition C4H12N2O2.

Cartesian coordinates (Å):
1 O 2.558 1.354 -1.402
2 C 2.132 1.171 -0.298
3 C 0.560 0.892 0.010
4 C 0.581 0.189 1.388
5 N -0.191 0.172 -0.980
6 C -1.578 0.478 -1.040
7 N -2.550 0.048 0.004
8 H 2.736 1.200 0.595
9 H 0.348 1.948 -0.122
10 H 0.841 0.938 2.094
11 H -0.388 -0.259 1.489
12 H 1.381 -0.549 1.364
13 H 0.141 -0.802 -0.980
14 H -2.024 -0.003 -2.017
15 H -1.811 1.540 -1.055
16 H -2.622 -0.935 0.167
17 H -2.355 0.524 0.881
18 H 1.496 -2.463 -0.099
19 H 0.094 -2.863 -0.370
20 O 0.654 -2.579 0.371

Computed properties:
HOMO energy = -8.64 eV
Orbital gap = 9.044 eV
SMILES = C[C@@H](C=O)NCN.O

=====

Most stable: R (next structure +14.3 kcal/mol)